A cluster of 5 separate species, C30H65BN2O9S4 in total at a distorted geometry. Source: OMol25; level of theory: ωB97M-V/def2-TZVPD.

Values from the calculation:
electronic energy: -97574.351 eV
HOMO-LUMO gap: 8.61 eV
lowest unoccupied orbital energy: -0.04 eV
HOMO: -8.6 eV

CARTESIAN COORDINATES (ANGSTROEM)
C  4.542  -0.191  1.919
C  5.673  -0.073  0.734
C  5.097  0.398  -0.728
C  5.964  1.674  -1.332
C  5.034  2.928  -1.841
C  4.845  4.130  -0.727
C  4.765  3.608  0.826
C  3.837  4.553  1.814
C  2.262  4.640  1.353
C  1.481  3.197  1.295
C  1.468  2.486  -0.187
C  0.628  3.368  -1.329
C  -1.023  3.288  -1.079
C  -1.473  1.792  -1.576
C  -2.751  1.144  -0.787
C  -2.884  -0.427  -1.350
N  -2.910  -1.689  -1.721
B  -4.210  1.852  -1.139
O  -5.406  0.965  -1.354
O  -4.387  3.325  -1.231
C  -2.504  0.966  0.858
O  -1.090  1.072  1.249
C  -3.380  2.130  1.674
N  -3.960  3.242  2.068
O  -3.146  -0.321  1.203
C  -2.702  -0.828  2.510
C  -1.610  -2.089  2.395
O  -0.212  -1.640  2.307
C  0.674  -2.669  1.741
C  1.223  -2.359  0.228
H  3.490  -0.565  1.562
H  4.949  -0.934  2.742
H  4.400  0.845  2.445
H  6.177  -1.130  0.589
H  6.456  0.746  1.106
H  5.198  -0.517  -1.482
H  3.962  0.703  -0.737
H  6.802  2.063  -0.607
H  6.531  1.267  -2.300
H  4.003  2.477  -2.228
H  5.536  3.410  -2.808
H  3.814  4.668  -0.991
H  5.668  4.982  -0.841
H  4.381  2.510  0.963
H  5.873  3.649  1.265
H  3.951  4.162  2.923
H  4.293  5.650  1.735
H  2.145  5.201  0.315
H  1.720  5.349  2.145
H  1.949  2.518  2.146
H  0.345  3.348  1.610
H  1.142  1.347  -0.174
H  2.603  2.475  -0.553
H  1.017  4.469  -1.402
H  0.908  2.851  -2.367
H  -1.212  3.404  0.077
H  -1.482  4.164  -1.724
H  -0.553  1.034  -1.597
H  -1.792  1.905  -2.720
H  -5.505  0.859  -2.362
H  -5.155  3.502  -1.862
H  -0.623  0.366  0.679
H  -2.351  0.006  3.268
H  -3.665  -1.321  3.015
H  -1.707  -2.666  3.435
H  -1.915  -2.861  1.563
H  0.169  -3.732  1.723
H  1.638  -2.698  2.444
H  2.247  -1.750  0.213
H  1.483  -3.411  -0.264
H  0.476  -1.782  -0.465
C  -4.404  -6.179  -3.861
S  -3.222  -5.844  -2.533
O  -3.240  -7.024  -1.607
C  -4.182  -4.524  -1.751
H  -4.023  -7.008  -4.463
H  -5.374  -6.456  -3.440
H  -4.507  -5.294  -4.493
H  -5.165  -4.900  -1.457
H  -4.292  -3.691  -2.449
H  -3.643  -4.185  -0.864
C  -0.352  -11.171  -3.023
S  0.657  -9.747  -3.496
O  2.060  -10.016  -3.039
C  -0.084  -8.588  -2.320
H  -0.031  -12.034  -3.613
H  -0.217  -11.391  -1.961
H  -1.403  -10.962  -3.234
H  0.034  -8.963  -1.301
H  -1.144  -8.460  -2.553
H  0.426  -7.626  -2.414
C  -0.052  -2.359  6.346
S  0.957  -0.935  5.873
O  2.360  -1.204  6.330
C  0.216  0.224  7.049
H  0.269  -3.222  5.756
H  0.083  -2.579  7.408
H  -1.103  -2.150  6.136
H  0.334  -0.151  8.068
H  -0.844  0.352  6.816
H  0.726  1.186  6.955
C  -3.062  7.684  -2.866
S  -3.774  6.031  -3.048
O  -3.433  5.543  -4.424
C  -5.502  6.569  -3.075
H  -1.973  7.594  -2.864
H  -3.370  8.320  -3.700
H  -3.389  8.122  -1.920
H  -5.663  7.271  -3.896
H  -5.752  7.042  -2.122
H  -6.135  5.690  -3.220

Mulliken population analysis, charges in e, atoms 1 to 4: number 1, C, carries -0.46; number 2, C, carries -0.55; number 3, C, carries 0.21; number 4, C, carries -0.72

---

A structure of composition C34H33IrN8O4S3 at a distorted geometry. Source: OMol25; level of theory: ωB97M-V/def2-TZVPD.

Values from the calculation:
2S+1: 2
electronic energy: -91243.512 eV
<S²>: 0.76
HOMO-LUMO gap (alpha / beta): 7.05 / 6.02 eV
charge: +1
lowest unoccupied orbital energy (alpha / beta): -3.14 / -4.17 eV
HOMO (alpha / beta): -10.2 / -10.2 eV

CARTESIAN COORDINATES (ANGSTROEM)
Ir  0.223  0.394  -0.030
C  -2.603  3.582  -1.247
C  -1.367  2.945  -0.674
N  -1.337  1.653  -0.510
N  -2.531  1.011  -0.895
C  -2.710  -0.132  -0.372
S  -1.590  -0.804  0.769
S  -4.074  -1.162  -0.788
C  -4.474  -0.467  -2.426
C  -3.536  -0.982  -3.483
C  -2.586  -0.126  -4.032
C  -1.685  -0.590  -4.983
C  -1.717  -1.917  -5.385
C  -2.662  -2.778  -4.836
C  -3.564  -2.313  -3.893
C  -0.265  3.811  -0.312
C  -0.474  5.184  -0.077
C  0.571  6.017  0.234
C  1.869  5.493  0.297
C  2.099  4.158  0.071
C  1.031  3.297  -0.227
O  1.312  2.029  -0.453
H  -3.050  2.941  -1.998
H  -2.358  4.545  -1.682
H  -3.345  3.720  -0.457
H  -4.400  0.614  -2.340
H  -5.514  -0.735  -2.606
H  -2.559  0.910  -3.715
H  -0.966  0.092  -5.423
H  -1.024  -2.278  -6.134
H  -2.700  -3.813  -5.152
H  -4.295  -2.990  -3.466
H  -1.478  5.586  -0.106
H  0.393  7.064  0.432
H  2.699  6.143  0.540
H  3.091  3.731  0.131
N  -0.763  -3.343  6.523
C  -0.597  -2.200  5.779
C  0.643  -1.545  5.752
C  0.824  -0.418  4.978
C  -0.231  0.067  4.207
C  -1.470  -0.563  4.234
C  -1.652  -1.686  5.015
S  0.045  1.416  3.132
O  -1.205  1.840  2.578
O  0.926  2.345  3.761
N  0.868  0.743  1.832
C  2.238  0.561  1.781
N  3.054  0.689  2.821
C  4.347  0.530  2.557
C  4.845  0.233  1.294
C  3.907  0.038  0.298
N  2.612  0.173  0.545
H  -0.092  -3.552  7.239
H  -1.696  -3.673  6.692
H  1.457  -1.919  6.362
H  1.773  0.102  4.968
H  -2.285  -0.155  3.652
H  -2.621  -2.169  5.051
H  5.017  0.641  3.403
H  5.903  0.132  1.107
H  4.190  -0.240  -0.711
C  1.509  0.634  -3.955
C  0.764  -0.217  -2.974
O  -0.026  0.298  -2.153
N  0.926  -1.534  -3.018
C  0.158  -2.411  -2.145
C  0.890  -2.768  -0.876
C  1.516  -3.997  -0.751
C  2.090  -4.357  0.456
C  1.976  -3.485  1.523
C  1.355  -2.268  1.321
N  0.854  -1.890  0.136
H  1.224  1.671  -3.815
H  1.294  0.323  -4.978
H  2.583  0.535  -3.786
H  1.611  -1.924  -3.645
H  -0.109  -3.310  -2.696
H  -0.763  -1.889  -1.890
H  1.521  -4.675  -1.594
H  2.588  -5.312  0.567
H  2.355  -3.729  2.506
H  1.223  -1.580  2.146

Mulliken population analysis, charges in e, atoms 1 to 4: number 1, Ir, carries 4.86; number 2, C, carries -1.92; number 3, C, carries 1.10; number 4, N, carries 0.35

---

A cluster of 2 separate species, C4H13NOS in total at a distorted geometry. Source: OMol25; level of theory: ωB97M-V/def2-TZVPD.

Values from the calculation:
2S+1: 2
electronic energy: -18723.039 eV
<S²>: 0.75
HOMO-LUMO gap (alpha / beta): 10.73 / 5.70 eV
charge: +1
lowest unoccupied orbital energy (alpha / beta): -3.01 / -8.03 eV
HOMO (alpha / beta): -13.7 / -13.7 eV

CARTESIAN COORDINATES (ANGSTROEM)
C  1.532  1.296  1.160
C  0.709  0.952  -0.069
C  -0.802  0.793  0.179
S  -1.658  0.419  -1.391
C  -1.310  -1.287  -1.727
N  1.262  0.252  2.164
H  2.573  1.303  0.844
H  1.329  2.281  1.583
H  0.950  1.586  -0.921
H  1.003  -0.066  -0.343
H  -0.931  0.037  0.961
H  -1.488  1.564  0.553
H  -2.245  -1.855  -1.789
H  -0.644  -1.704  -0.972
H  -0.847  -1.420  -2.709
H  1.678  0.485  3.075
H  0.323  0.445  2.522
H  1.807  -1.746  1.470
H  2.044  -2.872  0.373
O  1.508  -2.148  0.659

natural (NBO) population analysis, charges in e, atoms 1 to 4: number 1, C, carries -0.22; number 2, C, carries -0.44; number 3, C, carries -0.57; number 4, S, carries 0.89

---

A structure of composition C24H38AsN4OOsSSi2 at a distorted geometry. Source: OMol25; level of theory: ωB97M-V/def2-TZVPD.

Values from the calculation:
electronic energy: -123407.900 eV
HOMO-LUMO gap: 5.92 eV
charge: +1
lowest unoccupied orbital energy: -3.86 eV
HOMO: -9.8 eV

CARTESIAN COORDINATES (ANGSTROEM)
Os  0.012  0.221  0.095
O  -1.514  1.177  1.007
C  -1.787  1.412  2.274
C  -3.121  1.671  2.635
C  -3.481  1.908  3.940
C  -2.513  1.926  4.946
C  -1.202  1.690  4.615
C  -0.814  1.421  3.292
C  0.566  1.096  2.993
N  1.051  0.549  1.877
C  2.406  0.343  2.074
C  2.745  0.780  3.305
N  1.586  1.254  3.869
H  -3.868  1.641  1.852
H  -4.520  2.079  4.190
H  -2.790  2.111  5.975
H  -0.458  1.686  5.403
H  3.014  -0.118  1.318
H  3.689  0.797  3.820
H  1.513  1.659  4.786
C  4.486  0.826  -1.117
Si  2.668  0.859  -1.575
C  2.405  0.781  -3.430
C  2.026  2.478  -0.848
N  1.658  -0.402  -0.824
C  1.820  -1.705  -1.000
C  2.874  -2.298  -1.761
C  2.985  -3.643  -1.871
C  2.033  -4.489  -1.227
C  1.008  -3.961  -0.515
C  0.847  -2.542  -0.375
N  -0.137  -1.964  0.291
Si  -1.500  -2.812  1.049
C  -2.677  -1.543  1.731
C  -0.876  -3.858  2.478
C  -2.429  -3.807  -0.244
H  5.025  1.527  -1.759
H  4.959  -0.150  -1.230
H  4.635  1.149  -0.086
H  2.777  1.680  -3.927
H  1.347  0.654  -3.669
H  2.929  -0.069  -3.869
H  2.334  3.333  -1.455
H  2.440  2.632  0.150
H  0.932  2.508  -0.762
H  3.589  -1.655  -2.256
H  3.794  -4.070  -2.448
H  2.129  -5.563  -1.313
H  0.292  -4.612  -0.035
H  -2.301  -1.083  2.646
H  -3.632  -2.015  1.973
H  -2.871  -0.750  1.009
H  -0.250  -3.265  3.146
H  -0.290  -4.718  2.150
H  -1.722  -4.235  3.056
H  -2.728  -3.156  -1.068
H  -3.332  -4.235  0.195
H  -1.847  -4.626  -0.668
C  -0.286  3.267  -3.254
As  -1.623  1.918  -2.864
C  -3.033  2.854  -1.941
C  -2.328  1.510  -4.609
S  -1.209  0.023  -1.978
H  -0.698  3.864  -4.067
H  0.643  2.806  -3.575
H  -0.111  3.900  -2.388
H  -3.396  3.667  -2.569
H  -2.661  3.246  -0.997
H  -3.836  2.147  -1.745
H  -2.647  2.431  -5.095
H  -3.173  0.831  -4.517
H  -1.554  1.034  -5.209

Mulliken population analysis, charges in e, atoms 1 to 4: number 1, Os, carries 1.33; number 2, O, carries -0.49; number 3, C, carries 0.06; number 4, C, carries -0.12